[1]
Here is C4H7N3 in the gas phase at a distorted geometry from the OMol25 dataset. Energies are from the ωB97M-V functional and the def2-TZVPD basis.

Summary:
**Relative energy (zero: lowest compared OMol25 entry of this formula, charge and spin)**: 79.53 kJ/mol
**HOMO-LUMO gap**: 0.300 hartree
**LUMO**: 0.938 eV
**E_HOMO**: -7.2348 eV
**Molar mass**: 97.121 g mol⁻¹
**SMILES**: CN=c1[nH]cc[nH]1

Geometry as XYZ:
```
14
Properties=species:S:1:pos:R:3:forces:R:3
C -1.827 0.796 -0.008 -1.25 -0.77 0.34
N -0.443 0.810 -0.099 1.86 3.53 0.21
H -0.878 -2.186 -0.046 -0.31 -1.17 0.11
H 0.128 1.669 0.101 -1.03 -1.53 -0.46
N 1.325 -0.869 0.060 -0.03 0.51 -0.33
H -3.173 -1.000 0.213 0.97 0.61 -0.46
H 3.377 -0.408 -0.347 -1.64 1.19 1.11
H 2.165 0.888 -0.820 0.53 -0.55 1.12
H 2.502 0.660 0.993 0.36 -0.28 -0.65
C -2.198 -0.507 0.025 -0.56 0.47 0.23
C 0.122 -0.434 -0.068 -0.66 -0.42 0.60
N -1.029 -1.216 -0.088 1.30 -0.82 -0.03
H -2.480 1.658 0.072 0.55 -0.06 -0.08
C 2.408 0.140 0.014 -0.09 -0.69 -1.72
```
Positions in Å, forces in eV/Å.

Atomic charges from the natural (NBO) analysis, expressed in e, are listed below: -0.1140 -0.5971 0.4143 0.4184 -0.5941 0.2308 0.2114 0.1632 0.1846 -0.0838 0.5491 -0.5672 0.2257 -0.4413


[2]
Here is C4H7N3 in the gas phase at a distorted geometry from the OMol25 dataset. Energies are from the ωB97M-V functional and the def2-TZVPD basis.

Summary:
**Relative energy (zero: lowest compared OMol25 entry of this formula, charge and spin)**: 105.99 kJ/mol
**HOMO-LUMO gap**: 0.339 hartree
**LUMO**: 1.081 eV
**E_HOMO**: -8.1527 eV
**Molar mass**: 97.121 g mol⁻¹
**SMILES**: CNc1cc[nH]n1

Geometry as XYZ:
```
14
Properties=species:S:1:pos:R:3:forces:R:3
H 1.923 -1.000 0.760 -0.01 0.27 -0.22
C -1.976 -0.407 0.473 0.11 0.10 0.15
N -2.307 0.206 -0.674 0.68 -0.57 -0.11
N -1.148 0.611 -1.391 -0.42 -0.54 0.71
H 1.636 0.926 -1.467 -0.42 -0.01 -0.02
N 1.252 0.253 -0.819 -0.36 0.37 -0.03
H -3.292 0.183 -0.969 1.35 0.47 -0.75
C -0.139 0.260 -0.570 -0.19 -0.09 0.21
H -2.672 -0.982 1.068 -0.21 0.54 0.07
C -0.624 -0.310 0.631 -0.05 0.15 0.32
H -0.098 -0.383 1.563 0.18 -0.66 -0.01
C 2.152 -0.023 0.310 -0.12 0.03 0.01
H 3.200 -0.071 -0.024 -0.50 0.10 -0.15
H 2.094 0.737 1.109 -0.03 -0.17 -0.18
```
Positions in Å, forces in eV/Å.

Atomic charges from the natural (NBO) analysis, expressed in e, are listed below: 0.2028 -0.0105 -0.3687 -0.3240 0.3883 -0.6079 0.4123 0.3158 0.2139 -0.4219 0.2258 -0.4115 0.2089 0.1767


[3]
Here is C4H7N3 in the gas phase from the OMol25 dataset. Energies are from the ωB97M-V functional and the def2-TZVPD basis.

Summary:
**Relative energy (zero: lowest compared OMol25 entry of this formula, charge and spin)**: 393.93 kJ/mol
**HOMO-LUMO gap**: 0.325 hartree
**LUMO**: 0.747 eV
**E_HOMO**: -8.1001 eV
**Molar mass**: 97.121 g mol⁻¹

Geometry as XYZ:
```
14
Properties=species:S:1:pos:R:3:forces:R:3
H -2.159 -0.878 1.232 -0.04 0.03 -0.10
H -0.908 1.277 -0.579 -0.08 -0.12 0.15
C -1.598 0.938 0.198 0.01 0.03 0.03
H -2.625 1.081 -0.157 0.15 0.01 0.07
N 2.230 0.450 -0.582 -0.02 0.41 0.11
H -1.441 1.567 1.078 0.01 -0.15 -0.07
H -1.539 -1.121 -0.418 -0.10 0.02 0.14
C 1.840 -0.978 -0.466 -0.10 -0.02 0.11
H 2.385 -1.722 -1.030 -0.06 0.13 0.17
H 3.061 0.557 -1.191 0.04 0.01 0.00
N -0.102 -0.860 1.090 0.52 -0.34 -0.46
C 0.812 -1.127 0.337 -0.39 0.34 0.31
C -1.416 -0.546 0.506 -0.38 -0.06 -0.07
N 1.686 1.392 -0.053 0.44 -0.29 -0.39
```
Positions in Å, forces in eV/Å.

Atomic charges from the natural (NBO) analysis, expressed in e, are listed below: 0.2021 0.2228 -0.6106 0.2104 -0.2228 0.2225 0.1866 -0.3516 0.2357 0.3181 -0.3529 0.4253 -0.2277 -0.2579


[4]
Here is C4H7N3 in the gas phase at a distorted geometry from the OMol25 dataset. Energies are from the ωB97M-V functional and the def2-TZVPD basis.

Summary:
**Relative energy (zero: lowest compared OMol25 entry of this formula, charge and spin)**: 461.37 kJ/mol
**HOMO-LUMO gap**: 0.311 hartree
**LUMO**: 0.672 eV
**E_HOMO**: -7.7898 eV
**Molar mass**: 97.121 g mol⁻¹

Geometry as XYZ:
```
14
Properties=species:S:1:pos:R:3:forces:R:3
C 0.732 -0.901 -0.372 -0.50 0.65 -0.17
H -2.592 -0.846 -0.933 0.16 0.03 0.20
C 0.022 1.706 0.214 0.24 0.85 0.95
H -0.689 1.220 0.851 0.07 -0.53 -0.23
C -0.276 -1.296 0.750 -0.02 0.20 0.21
N -1.688 -0.558 -1.315 0.08 0.09 -0.16
H 1.982 1.991 -0.162 -0.20 -0.12 0.03
N 1.272 1.285 0.025 -0.80 -0.23 -1.29
N 1.694 0.108 -0.310 1.09 -0.02 0.93
H -0.152 2.764 0.105 0.29 0.17 0.04
C -0.750 -0.640 -0.481 -0.22 -1.17 -0.48
H 1.119 -1.743 -0.936 -0.17 0.05 -0.03
H -0.229 -0.734 1.674 0.09 0.06 0.03
H -0.446 -2.356 0.889 -0.10 -0.01 -0.03
```
Positions in Å, forces in eV/Å.

Atomic charges from the natural (NBO) analysis, expressed in e, are listed below: -0.1488 0.3330 -0.3468 0.2044 -0.5150 -0.5964 0.4004 -0.2035 -0.2922 0.1956 0.2832 0.2257 0.2280 0.2325